A structure of composition C40H40ClN2OP2RuS. Source: OMol25; level of theory: ωB97M-V/def2-TZVPD.

Structure (XYZ):
```
88
Properties=species:S:1:pos:R:3:forces:R:3
Ru -1.394 -0.898 0.915 -0.06 0.04 -0.02
C 4.849 3.461 -2.899 0.00 0.00 -0.01
S 3.320 2.653 -2.391 0.01 0.01 0.01
C 3.777 0.924 -2.690 0.00 0.02 -0.02
C 2.682 0.014 -2.145 -0.01 -0.01 0.01
C 2.676 0.012 -0.616 0.02 -0.03 0.02
N 1.382 -0.343 -0.010 0.03 0.09 0.00
P 0.193 0.680 0.602 0.00 -0.06 0.13
C 0.000 2.068 -0.521 -0.01 0.01 -0.01
C 0.318 3.370 -0.143 0.01 -0.01 -0.01
C 0.154 4.409 -1.051 0.00 0.00 0.00
C -0.320 4.148 -2.327 0.01 0.00 0.00
C -0.637 2.848 -2.708 0.00 -0.01 -0.01
C -0.484 1.810 -1.807 0.01 0.00 0.01
C 0.739 1.345 2.187 -0.01 0.02 -0.01
C 2.066 1.259 2.601 0.00 0.00 0.00
C 2.440 1.752 3.843 0.01 0.00 -0.01
C 1.496 2.331 4.678 0.00 0.00 0.00
C 0.169 2.418 4.273 -0.01 -0.01 -0.01
C -0.207 1.923 3.035 0.00 0.01 0.00
P 0.520 -1.789 0.049 -0.01 -0.05 -0.07
C 0.195 -2.409 -1.607 0.03 -0.03 -0.01
C 1.171 -3.118 -2.309 -0.03 -0.01 -0.02
C 0.927 -3.528 -3.610 -0.01 0.00 0.00
C -0.292 -3.242 -4.212 0.01 -0.01 0.00
C -1.271 -2.547 -3.516 0.00 0.01 0.01
C -1.029 -2.130 -2.216 0.00 0.00 -0.01
C 1.532 -3.017 0.869 0.01 0.00 0.00
C 1.296 -4.377 0.660 0.00 -0.01 0.01
C 2.018 -5.319 1.376 0.01 0.00 0.00
C 2.975 -4.910 2.295 0.00 0.00 -0.01
C 3.207 -3.558 2.511 -0.01 0.00 0.00
C 2.480 -2.610 1.807 0.00 0.01 0.01
H 4.708 4.531 -2.765 0.00 0.00 0.00
H 5.060 3.262 -3.948 0.00 0.00 0.00
H 5.684 3.136 -2.281 0.00 0.00 0.00
H 4.735 0.717 -2.206 0.00 0.00 0.01
H 3.902 0.764 -3.760 0.00 -0.01 0.00
H 2.826 -0.998 -2.527 0.00 0.02 0.00
H 1.712 0.357 -2.513 -0.01 -0.01 -0.01
H 2.924 1.016 -0.264 -0.01 0.01 0.00
H 3.439 -0.667 -0.228 0.01 0.01 0.00
H 0.706 3.575 0.846 0.00 0.00 0.00
H 0.415 5.419 -0.764 0.00 0.00 0.00
H -0.430 4.958 -3.036 0.00 0.00 0.00
H -0.990 2.648 -3.711 0.00 0.00 0.00
H -0.724 0.793 -2.103 0.00 0.00 0.00
H 2.815 0.813 1.960 0.01 -0.01 -0.01
H 3.473 1.688 4.157 0.00 0.00 0.00
H 1.791 2.715 5.645 0.00 0.00 0.00
H -0.568 2.868 4.924 0.00 0.00 0.00
H -1.247 1.988 2.735 0.00 -0.01 0.00
H 2.118 -3.357 -1.841 0.00 0.00 0.00
H 1.685 -4.077 -4.152 0.00 0.00 0.00
H -0.482 -3.571 -5.225 0.00 0.00 0.00
H -2.225 -2.343 -3.984 0.00 0.00 0.00
H -1.804 -1.595 -1.672 0.00 -0.01 0.00
H 0.557 -4.703 -0.063 0.00 0.00 0.01
H 1.839 -6.373 1.211 0.00 0.00 0.00
H 3.542 -5.648 2.847 0.00 0.00 0.00
H 3.950 -3.242 3.230 0.00 0.00 0.00
H 2.647 -1.556 1.990 0.00 0.00 0.00
O -3.078 -0.094 0.014 0.06 0.03 0.00
N -3.350 1.105 -0.519 -0.02 -0.02 -0.01
C -3.121 2.229 0.172 0.00 0.00 0.01
C -3.438 3.455 -0.372 -0.02 0.00 0.00
C -4.012 3.511 -1.632 0.01 0.00 0.00
C -4.254 2.328 -2.316 -0.01 0.01 0.00
C -3.912 1.128 -1.737 0.01 0.00 -0.01
H -2.697 2.085 1.153 0.00 0.01 0.00
H -3.240 4.349 0.200 0.00 0.00 0.00
H -4.274 4.462 -2.073 0.00 0.00 0.00
H -4.712 2.325 -3.295 0.00 0.00 0.00
H -4.069 0.158 -2.186 0.00 0.00 0.00
Cl -6.660 -1.089 1.896 0.00 0.00 0.00
C -5.000 -1.409 2.213 -0.01 0.04 0.02
C -4.305 -0.588 3.102 -0.03 0.00 -0.01
C -2.964 -0.809 3.336 0.05 0.02 -0.03
C -2.290 -1.887 2.717 0.08 -0.05 0.00
C -0.834 -1.941 2.656 -0.12 0.09 0.05
C -3.022 -2.707 1.824 -0.03 -0.02 0.02
C -4.375 -2.475 1.593 0.06 -0.03 -0.01
H -4.828 0.218 3.598 0.00 0.00 0.00
H -2.418 -0.179 4.028 0.00 0.00 0.00
H -0.385 -2.919 2.529 -0.01 -0.01 -0.03
H -0.289 -1.314 3.360 0.02 -0.02 0.00
H -2.545 -3.575 1.383 0.00 0.00 0.00
H -4.937 -3.119 0.930 0.00 0.00 0.00
```
Forces are in eV/Å.

Values from the calculation:
largest force on an atom = 0.003 Eh/bohr
⟨S²⟩ = 0.758
total charge = +2
spin multiplicity = 2
orbital gap (spin up / spin down) = 6.822 / 6.160 eV
relative energy (zero: lowest compared OMol25 entry of this formula, charge and spin) = 0.00 kcal per mole
HOMO energy (spin up / spin down) = -12.66 / -12.66 eV
E = -3368.492632 a.u.



A cluster of 8 separate species, C40H40N8 in total at a distorted geometry. Source: OMol25; level of theory: ωB97M-V/def2-TZVPD.

Structure (XYZ):
```
88
Properties=species:S:1:pos:R:3:forces:R:3
C 2.414 2.452 4.023 -1.04 -0.07 1.05
C 2.581 2.032 2.718 -0.53 0.53 0.54
C 1.426 1.964 1.942 -1.24 0.25 0.67
N 0.169 2.223 2.404 0.86 0.10 1.14
C 0.006 2.589 3.733 1.83 -1.21 -2.15
C 1.130 2.707 4.557 -0.27 0.29 -1.00
H 3.227 2.512 4.732 0.33 0.10 -0.21
H 3.577 1.832 2.351 -0.12 -0.17 -0.27
H 1.483 1.652 0.909 -0.09 0.00 -0.21
H -1.022 2.639 4.060 0.01 0.42 0.12
H 0.996 3.085 5.560 0.17 -0.24 0.19
C -6.004 -0.599 -0.352 1.13 -0.51 1.47
C -6.766 0.535 -0.458 -0.47 0.67 1.18
C -6.630 1.543 0.556 0.68 -1.03 -0.74
N -5.703 1.495 1.509 -0.11 -1.23 0.15
C -4.975 0.348 1.613 -0.14 0.30 -0.91
C -5.075 -0.711 0.719 -0.94 0.79 -0.58
H -6.123 -1.490 -0.951 -0.16 0.24 -0.52
H -7.549 0.573 -1.201 -0.02 0.32 -0.06
H -7.287 2.398 0.618 -0.05 0.15 -0.37
H -4.251 0.287 2.412 0.02 0.22 0.20
H -4.465 -1.598 0.802 0.03 0.00 0.22
C -2.518 5.967 0.283 0.26 1.45 0.61
C -2.553 4.618 0.337 -0.94 -2.39 -0.02
C -3.159 3.934 1.420 0.48 3.21 1.16
N -3.571 4.670 2.521 0.21 -1.12 -1.65
C -3.490 6.022 2.467 -0.40 -2.14 -0.13
C -2.984 6.677 1.375 0.04 0.95 -0.05
H -2.086 6.517 -0.540 0.04 -0.17 -0.17
H -2.209 4.063 -0.523 0.09 -0.24 -0.05
H -3.262 2.859 1.422 -0.08 0.00 0.29
H -3.959 6.505 3.311 0.31 0.33 0.12
H -2.947 7.756 1.382 -0.03 0.12 -0.07
C -2.256 -0.818 -1.609 0.16 1.21 0.76
C -2.307 0.399 -0.902 0.79 -0.30 -0.45
C -1.104 1.071 -0.610 0.30 -2.56 -1.18
N 0.096 0.539 -1.016 -0.66 -0.43 0.78
C 0.137 -0.709 -1.583 -0.81 2.40 -0.01
C -1.023 -1.371 -1.928 -0.93 -0.19 -0.16
H -3.172 -1.307 -1.907 -0.07 -0.07 -0.01
H -3.249 0.852 -0.628 -0.08 -0.05 0.04
H -1.165 1.967 -0.010 0.62 0.25 -0.12
H 1.096 -1.066 -1.929 0.20 0.01 0.28
H -1.065 -2.271 -2.524 0.55 -0.24 0.09
C 1.246 4.638 -2.543 0.34 0.68 -1.43
C 0.859 4.193 -1.306 -0.50 -1.56 -0.47
C 0.704 5.066 -0.300 0.71 3.53 0.90
N 0.999 6.411 -0.419 -0.34 -1.08 -1.67
C 1.389 6.844 -1.673 -0.09 -1.19 2.42
C 1.583 5.971 -2.745 -0.82 0.35 0.78
H 1.210 4.076 -3.464 0.20 -0.77 0.29
H 0.561 3.190 -1.038 0.17 -0.38 -0.70
H 0.290 4.716 0.633 0.19 0.24 0.33
H 1.557 7.911 -1.680 0.15 0.07 -0.44
H 1.839 6.326 -3.732 0.10 0.08 0.02
C 2.925 -4.183 0.368 -0.92 -0.10 -0.31
C 2.139 -3.080 0.728 0.62 -0.21 -0.09
C 2.551 -2.330 1.807 -0.12 0.08 0.94
N 3.569 -2.623 2.628 1.19 -1.32 -1.27
C 4.319 -3.687 2.233 -0.61 0.03 -0.62
C 4.029 -4.509 1.108 0.26 1.36 1.35
H 2.685 -4.851 -0.446 -0.29 0.30 -0.24
H 1.239 -2.739 0.239 0.04 -0.32 -0.40
H 1.995 -1.450 2.093 -0.21 0.15 0.00
H 5.223 -3.912 2.779 -0.06 0.11 0.46
H 4.641 -5.352 0.822 0.16 0.03 0.20
C -0.886 -4.958 -0.356 -0.82 0.63 2.36
C 0.129 -5.562 -1.024 0.51 -0.54 -0.93
C 0.657 -6.726 -0.511 -0.29 -0.66 1.34
N 0.267 -7.253 0.659 -0.02 0.00 -0.32
C -0.703 -6.644 1.361 0.56 0.53 -0.93
C -1.295 -5.459 0.919 0.32 -0.53 -1.39
H -1.278 -4.011 -0.696 -0.25 -0.01 -0.14
H 0.531 -5.201 -1.959 -0.10 0.27 -0.12
H 1.429 -7.277 -1.027 0.15 -0.01 -0.11
H -0.961 -7.133 2.289 -0.17 0.13 0.14
H -2.109 -5.015 1.473 0.08 0.18 0.04
C 5.872 -3.495 -3.641 0.48 -1.79 -0.68
C 5.047 -2.438 -3.458 -1.13 -0.38 0.57
C 3.667 -2.730 -3.254 0.80 0.29 0.66
N 3.116 -3.947 -3.193 1.71 -0.47 -0.50
C 4.003 -4.979 -3.402 0.40 0.61 -0.35
C 5.363 -4.813 -3.633 -0.35 1.51 -0.16
H 6.909 -3.359 -3.908 0.20 0.13 0.27
H 5.526 -1.473 -3.380 -0.68 0.39 -0.17
H 3.040 -1.881 -3.023 -0.44 -0.03 -0.16
H 3.675 -6.005 -3.479 -0.79 0.05 0.31
H 6.039 -5.607 -3.915 -0.26 -0.34 0.27
```
Forces are in eV/Å.

Values from the calculation:
largest force on an atom = 0.072 Eh/bohr
orbital gap = 9.804 eV
relative energy (zero: lowest compared OMol25 entry of this formula, charge and spin) = 43.55 kcal per mole
HOMO energy = -9.29 eV
E = -1986.166110 a.u.
SMILES = c1ccncc1.c1ccncc1.c1ccncc1.c1ccncc1.c1ccncc1.c1ccncc1.c1ccncc1.c1ccncc1



A structure of composition C40H41As2N3O4P2SSeTi at a distorted geometry. Source: OMol25; level of theory: ωB97M-V/def2-TZVPD.

Structure (XYZ):
```
95
Properties=species:S:1:pos:R:3:forces:R:3
Ti 0.268 -0.931 -1.233 -0.99 0.97 1.02
N 0.665 1.632 0.734 -0.68 -0.38 0.44
P 1.486 0.144 1.005 0.09 0.80 -0.79
C 2.074 0.271 2.725 0.02 -0.40 0.20
C 2.727 1.430 3.144 -0.01 0.03 0.12
C 3.256 1.511 4.420 -0.04 -0.01 0.01
C 3.154 0.429 5.291 -0.01 0.05 -0.05
C 2.523 -0.731 4.878 -0.04 0.02 -0.09
C 1.984 -0.808 3.596 0.02 0.08 0.10
C 3.095 0.416 0.183 -0.03 0.17 0.28
C 3.459 1.648 -0.348 0.02 0.05 -0.14
C 4.757 1.856 -0.798 -0.03 -0.05 0.01
C 5.693 0.835 -0.711 -0.04 0.01 0.00
C 5.325 -0.402 -0.197 -0.01 0.04 0.00
C 4.030 -0.612 0.246 0.06 -0.01 0.02
P -1.074 1.474 1.049 0.58 0.63 0.35
C -1.115 2.299 2.708 -0.27 -0.13 0.01
C -1.887 1.717 3.707 0.02 -0.03 0.09
C -2.045 2.334 4.946 0.02 -0.04 -0.08
C -1.421 3.544 5.196 0.07 0.05 -0.07
C -0.636 4.135 4.207 -0.04 -0.08 0.02
C -0.492 3.521 2.975 -0.02 0.00 0.01
C -1.766 2.883 0.110 0.23 0.01 -0.10
C -0.972 3.779 -0.597 -0.01 0.05 -0.05
C -1.551 4.840 -1.285 0.02 -0.03 0.08
C -2.926 5.012 -1.262 -0.06 -0.07 0.05
C -3.724 4.125 -0.546 0.05 0.06 -0.05
C -3.147 3.065 0.133 0.01 -0.01 0.02
H 1.051 2.408 1.270 0.09 0.07 -0.27
H 2.849 2.272 2.470 0.02 -0.03 -0.01
H 3.763 2.414 4.733 -0.01 0.00 0.01
H 3.573 0.495 6.286 0.01 0.00 -0.01
H 2.451 -1.581 5.544 -0.01 0.00 0.00
H 1.497 -1.719 3.279 0.04 -0.01 -0.02
H 2.726 2.443 -0.427 0.02 0.00 0.02
H 5.038 2.819 -1.207 -0.01 -0.01 -0.02
H 6.707 0.999 -1.052 -0.01 -0.01 -0.01
H 6.046 -1.207 -0.151 -0.01 -0.01 -0.02
H 3.746 -1.582 0.638 -0.01 -0.01 -0.01
H -2.381 0.770 3.514 -0.01 0.01 0.00
H -2.659 1.871 5.707 0.00 -0.01 -0.01
H -1.551 4.036 6.151 0.03 -0.01 0.00
H -0.153 5.085 4.395 0.00 0.00 0.00
H 0.085 4.024 2.204 -0.04 0.01 -0.01
H 0.101 3.639 -0.633 -0.01 -0.02 -0.05
H -0.924 5.525 -1.841 0.00 -0.02 -0.02
H -3.379 5.830 -1.807 0.00 -0.01 0.01
H -4.798 4.256 -0.529 0.00 -0.01 0.00
H -3.773 2.371 0.684 -0.01 0.00 -0.03
C -1.007 -2.346 2.287 0.08 0.11 0.30
As -1.338 -2.221 0.400 -0.03 -1.12 -0.38
C -3.265 -2.291 0.410 -0.33 0.34 0.05
C -1.000 -4.083 -0.164 0.11 0.13 -0.01
C -0.796 -5.082 0.785 -0.05 0.03 -0.01
C -0.491 -6.378 0.397 -0.03 -0.01 -0.05
C -0.399 -6.689 -0.952 0.01 -0.01 0.04
C -0.618 -5.705 -1.902 0.02 0.07 0.00
C -0.907 -4.399 -1.524 0.05 0.06 -0.14
As -1.398 -3.001 -2.830 -0.02 -0.29 0.59
C -3.168 -3.788 -3.010 -0.51 0.20 -0.24
C -0.750 -3.509 -4.582 0.24 -0.08 -0.01
H -1.038 -1.343 2.713 -0.02 0.00 0.03
H -0.016 -2.766 2.441 -0.03 -0.06 0.01
H -1.757 -2.974 2.763 0.01 0.00 0.05
H -3.566 -3.198 0.928 -0.05 -0.01 0.01
H -3.648 -2.297 -0.608 -0.01 -0.04 0.00
H -3.657 -1.412 0.922 -0.04 -0.02 0.01
H -0.876 -4.861 1.842 0.05 0.00 0.01
H -0.325 -7.141 1.146 0.00 0.00 0.00
H -0.157 -7.697 -1.263 0.00 0.00 0.00
H -0.548 -5.956 -2.953 0.03 -0.01 0.01
H -3.077 -4.696 -3.605 -0.06 -0.06 0.04
H -3.847 -3.094 -3.507 -0.01 -0.04 -0.03
H -3.569 -4.038 -2.031 -0.02 -0.04 0.01
H -0.459 -4.558 -4.614 -0.05 0.00 -0.04
H 0.111 -2.900 -4.842 0.00 0.00 0.02
H -1.567 -3.320 -5.277 -0.01 -0.03 -0.04
Se -2.894 0.229 -2.000 0.17 0.23 -0.02
N -1.067 0.423 -1.804 -0.22 0.53 -0.59
C -0.680 1.399 -2.722 -0.35 -0.08 0.20
C 0.627 1.859 -2.918 -0.04 -0.06 0.02
C 0.863 2.856 -3.841 -0.05 0.06 -0.06
C -0.189 3.419 -4.586 0.12 -0.03 0.04
C -1.478 2.983 -4.413 -0.07 -0.08 0.07
C -1.753 1.962 -3.474 -0.07 0.11 -0.05
N -3.005 1.508 -3.245 0.06 -0.05 0.09
H 1.456 1.434 -2.366 0.01 -0.01 0.03
H 1.877 3.201 -4.000 0.00 0.00 0.00
H 0.024 4.196 -5.309 0.01 0.00 0.01
H -2.300 3.403 -4.977 0.00 -0.01 0.02
O 3.440 -2.023 -2.322 -0.02 0.01 0.07
S 2.066 -2.412 -2.291 0.38 -0.04 -0.13
O 1.505 -2.364 -0.827 0.69 -0.48 -0.96
O 1.167 -1.250 -2.875 1.13 -0.97 0.10
O 1.720 -3.660 -2.904 -0.12 0.06 -0.05
```
Forces are in eV/Å.

Values from the calculation:
largest force on an atom = 0.033 Eh/bohr
⟨S²⟩ = 2.031
spin multiplicity = 3
orbital gap (spin up / spin down) = 6.332 / 7.705 eV
relative energy (zero: lowest compared OMol25 entry of this formula, charge and spin) = 42.40 kcal per mole
HOMO energy (spin up / spin down) = -6.15 / -8.10 eV
E = -10817.487848 a.u.



What did we get for molar mass? Answer: 795.3, 632.8, 998.5 g mol⁻¹, in the order shown.